(1)
21
Properties=species:S:1:pos:R:3 method="wB97M-V/def2-TZVPD" orbital_gap_ev=7.36 total_charge=-1 de_lowest_ev=1.797 lumo_ha=0.14063
C 0.02 -0.27 -1.17
N 0.43 1.12 -1.42
C 0.08 2.07 -0.31
O -1.20 1.94 0.15
C 0.91 -1.00 -0.10
C 0.65 -2.56 -0.23
N 0.75 -0.63 1.37
H 0.21 -0.88 -2.12
H -0.97 -0.40 -0.84
H -0.09 1.34 -2.18
H 0.26 2.99 -0.91
H 0.94 2.06 0.53
H 1.94 -0.88 -0.42
H 0.56 -2.92 0.76
H -0.08 -2.58 -1.00
H 1.45 -2.89 -0.97
H 1.15 0.27 1.57
H -0.22 -0.53 1.55
H -2.00 0.64 2.43
H -2.18 1.77 1.27
O -2.61 1.33 2.03

(2)
21
Properties=species:S:1:pos:R:3 method="wB97M-V/def2-TZVPD" orbital_gap_ev=6.26 total_charge=-1 de_lowest_ev=1.248 lumo_ha=0.13319
N 0.32 -2.92 -0.37
C 0.67 -1.82 -1.30
C 1.08 -0.51 -0.65
N -0.04 0.17 -0.02
C 0.24 1.41 0.72
C -0.63 1.55 2.04
O -0.23 2.59 2.77
H -0.60 -2.65 -0.01
H 0.92 -3.00 0.45
H 1.41 -2.17 -2.01
H -0.23 -1.75 -1.92
H 1.44 0.19 -1.42
H 1.92 -0.70 0.02
H -0.45 -0.48 0.65
H 0.20 2.27 0.04
H 1.25 1.47 1.14
H -1.71 1.53 1.74
H -0.40 0.59 2.58
H -1.12 0.93 -1.37
H -2.17 1.99 -1.22
O -1.86 1.32 -1.86

(3)
21
Properties=species:S:1:pos:R:3 method="wB97M-V/def2-TZVPD" orbital_gap_ev=11.63 total_charge=+1 de_lowest_ev=2.033 lumo_ha=-0.10508
O -1.58 -0.17 -1.53
C -0.77 0.72 -1.32
N -0.48 1.72 -2.20
C -0.42 0.82 0.17
N -0.57 -0.67 0.77
C -0.92 -0.84 2.22
C 0.97 1.28 0.32
H -0.61 1.56 -3.19
H 0.19 2.37 -1.82
H -1.25 1.26 0.70
H -1.36 -0.91 0.12
H 0.41 -1.19 0.64
H -0.50 -1.86 2.44
H -0.57 -0.11 2.93
H -2.00 -0.97 2.33
H 1.10 2.32 -0.07
H 1.58 1.34 1.24
H 1.67 0.67 -0.28
H 2.36 -2.69 -0.74
H 1.18 -2.44 -1.78
O 1.58 -2.20 -0.96

(4)
21
Properties=species:S:1:pos:R:3 method="wB97M-V/def2-TZVPD" orbital_gap_ev="9.26 / 7.85" total_charge=+1 de_lowest_ev=7.190 lumo_ha="-0.15683 / -0.18501"
C -2.42 -1.81 0.71
C 0.49 0.67 1.48
C 2.02 0.09 -0.33
C 0.07 1.19 -2.06
N -0.99 -1.86 0.81
N 0.67 0.33 0.09
O -0.09 1.20 -0.66
O -0.22 -1.46 -0.08
H -2.84 -2.66 1.24
H -2.82 -0.89 1.15
H -2.70 -1.85 -0.34
H 0.83 -0.16 2.11
H 1.05 1.57 1.75
H -0.57 0.87 1.67
H 2.04 -0.40 -1.30
H 2.58 1.03 -0.38
H 2.50 -0.56 0.40
H -0.72 1.84 -2.42
H -0.06 0.18 -2.47
H 1.04 1.60 -2.36
H -0.58 -2.29 1.64

(5)
23
Properties=species:S:1:pos:R:3 method="wB97M-V/def2-TZVPD" orbital_gap_ev=8.26 total_charge=-1 de_lowest_ev=3.782 lumo_ha=0.13973
O -1.24 -1.99 -1.30
C -1.19 -1.23 -0.40
N -1.65 0.07 -0.61
C -1.84 1.13 0.37
C -0.62 -1.61 1.03
N 0.58 -0.72 1.38
C 1.83 -1.06 0.64
O 2.38 0.07 0.15
H -1.57 0.43 -1.50
H -2.36 0.64 1.36
H -2.58 1.92 0.07
H -0.92 1.73 0.71
H -1.37 -1.20 1.83
H -0.32 -2.65 1.14
H 0.28 0.30 1.33
H 1.69 -1.89 -0.12
H 2.56 -1.55 1.30
H 0.34 1.81 -0.68
H 1.20 1.98 -2.11
O 0.24 1.72 -1.77
H 1.63 0.93 0.19
H 1.44 2.88 0.61
O 0.93 2.17 0.50

(6)
23
Properties=species:S:1:pos:R:3 method="wB97M-V/def2-TZVPD" orbital_gap_ev=7.15 total_charge=-1 de_lowest_ev=2.695 lumo_ha=0.13756
C 1.02 1.41 0.27
N 0.37 1.27 -1.03
C 1.16 0.26 -1.97
O 2.14 -0.36 -1.36
C 0.79 0.16 1.09
N -0.62 -0.02 1.54
C -1.48 0.94 1.84
O -2.71 0.78 1.78
H 2.11 1.34 0.12
H 0.75 2.37 0.72
H 0.28 2.20 -1.41
H 1.45 0.84 -2.88
H 0.30 -0.37 -2.33
H 1.40 0.10 1.99
H 1.02 -0.65 0.42
H -0.91 -0.95 1.28
H -1.08 1.93 2.07
H 0.42 -2.56 -0.12
H -0.85 -3.22 -0.27
O -0.17 -3.12 0.41
H -1.21 -0.39 -1.12
H -2.37 -0.82 -0.15
O -1.81 -1.12 -0.88

(7)
21
Properties=species:S:1:pos:R:3 method="wB97M-V/def2-TZVPD" orbital_gap_ev=6.00 total_charge=-1 de_lowest_ev=0.383 lumo_ha=0.12202
C 1.62 -1.00 1.90
N 1.15 0.27 1.38
C 0.12 0.12 0.32
C -1.15 -0.51 0.88
S -2.47 -0.86 -0.35
C -0.13 1.53 -0.26
N -0.73 1.60 -1.58
H 1.91 -1.79 1.20
H 2.49 -0.82 2.54
H 0.86 -1.41 2.56
H 1.91 0.77 0.95
H 0.50 -0.47 -0.52
H -1.53 0.11 1.70
H -0.92 -1.48 1.32
H 0.82 2.09 -0.24
H -0.78 2.09 0.43
H -1.56 1.00 -1.54
H -0.07 1.23 -2.27
H 2.21 -0.17 -1.07
H 2.91 -0.38 -2.37
O 3.10 -0.10 -1.49

(8)
21
Properties=species:S:1:pos:R:3 method="wB97M-V/def2-TZVPD" orbital_gap_ev=6.65 total_charge=-1 de_lowest_ev=2.008 lumo_ha=0.14151
C 0.26 1.06 1.12
C -0.31 -0.30 0.89
C -0.94 -0.62 -0.38
S -2.48 0.30 -0.68
N 0.72 -1.36 1.21
C 1.97 -1.18 0.26
N 3.13 -0.61 1.05
H 1.05 0.83 1.88
H -0.54 2.00 1.34
H 0.85 1.46 0.32
H -1.10 -0.22 1.74
H -0.46 -0.54 -1.39
H -1.16 -1.70 -0.33
H 0.32 -2.31 1.13
H 2.25 -2.28 -0.04
H 1.85 -0.53 -0.70
H 3.11 -1.05 1.92
H 3.00 0.30 1.20
H -1.05 1.67 -2.77
H -0.25 1.65 -1.51
O -0.13 1.99 -2.38

(9)
21
Properties=species:S:1:pos:R:3 method="wB97M-V/def2-TZVPD" orbital_gap_ev=6.76 total_charge=-1 de_lowest_ev=0.489 lumo_ha=0.14061
C -0.19 0.40 -1.39
N -0.85 -0.60 -0.53
C -1.88 -0.04 0.36
N -3.15 -0.78 0.54
C 1.14 -0.26 -1.89
C 2.26 0.08 -0.86
S 2.21 -0.79 0.74
H 0.10 1.30 -0.83
H -0.98 0.82 -1.99
H -0.14 -0.96 0.12
H -1.39 0.09 1.33
H -2.23 0.91 -0.07
H -3.36 -1.32 -0.29
H -3.07 -1.38 1.34
H 0.94 -1.33 -1.96
H 1.41 0.16 -2.87
H 2.31 1.15 -0.65
H 3.21 -0.14 -1.38
H 0.50 0.62 3.49
H 1.95 0.82 3.18
O 1.21 1.26 3.62

(10)
21
Properties=species:S:1:pos:R:3 method="wB97M-V/def2-TZVPD" orbital_gap_ev=6.94 total_charge=-1 de_lowest_ev=1.195 lumo_ha=0.14004
C -0.52 0.28 -1.21
N 0.23 0.72 -0.04
C 1.48 1.34 -0.39
N 2.13 1.95 0.84
C -0.34 -1.27 -1.29
C -0.80 -1.92 0.02
S 0.02 -2.07 1.82
H -1.58 0.39 -1.17
H -0.10 0.83 -2.09
H 0.52 -0.17 0.42
H 1.22 2.25 -1.02
H 2.31 0.84 -0.86
H 1.39 2.47 1.43
H 2.17 1.05 1.42
H 0.75 -1.40 -1.49
H -0.97 -1.58 -2.11
H -1.80 -1.65 0.27
H -0.78 -3.02 -0.14
H -1.80 -0.33 2.26
H -1.36 0.77 1.46
O -2.18 0.52 1.87

(11)
20
Properties=species:S:1:pos:R:3 method="wB97M-V/def2-TZVPD" orbital_gap_ev=9.21 de_lowest_ev=1.792 lumo_ha=0.02719 smiles="CN(C)P(C)(C)=N"
C -1.10 -1.88 -0.36
N -0.05 -1.27 0.40
C 1.34 -1.56 0.04
P -0.38 0.82 0.03
C 0.65 1.73 -1.18
C 0.15 1.41 1.70
N -1.82 1.31 -0.41
H -0.96 -1.79 -1.46
H -1.42 -2.92 -0.08
H -2.01 -1.28 -0.19
H 2.10 -0.82 0.30
H 1.71 -2.64 0.32
H 1.38 -1.69 -1.07
H 0.24 1.28 -2.12
H 0.36 2.77 -1.15
H 1.70 1.57 -1.03
H 0.95 0.74 1.85
H 0.24 2.45 2.00
H -0.49 1.02 2.50
H -2.59 0.74 -0.11

(12)
20
Properties=species:S:1:pos:R:3 method="wB97M-V/def2-TZVPD" orbital_gap_ev="3.85 / 10.27" spin_multiplicity=2 de_lowest_ev=2.452 s_squared=0.751 lumo_ha="0.02135 / 0.02023"
C 1.02 0.77 -0.09
N -0.32 0.17 -0.22
C -0.85 -0.30 1.09
C -2.39 -0.29 1.17
S -3.15 1.21 0.54
C 2.08 -0.20 -0.57
N 1.69 -0.85 -1.90
H 1.39 1.22 0.84
H 0.95 1.66 -0.71
H -0.93 0.96 -0.44
H -0.58 0.41 1.86
H -0.48 -1.30 1.23
H -2.78 -1.16 0.63
H -2.63 -0.56 2.19
H -2.87 1.96 1.62
H 2.26 -1.03 0.10
H 3.03 0.30 -0.75
H 1.75 -1.91 -1.93
H 2.12 -0.43 -2.76
H 0.69 -0.62 -1.91

Summary of calculated total energy in eV
-11432.9403, -11433.4893, -11427.4409, -11422.2844, -15528.2607, -15529.3472, -20222.5498, -20220.9251, -20222.4442, -20221.7383, -16625.4797, -18170.5180
(order as listed above)